1.
Below is an isolated molecule of C4H3NO3, with properties calculated with the ωB97M-V functional and the def2-TZVPD basis.

```
11
C4H3NO3 the ωB97M-V functional and the def2-TZVPD basis
C -1.847 -0.085 0.187
C 0.434 -0.009 -0.342
C 1.672 1.423 -0.259
O -0.520 0.346 0.524
C 1.541 -0.943 0.563
O 0.321 -0.293 -1.509
O 2.667 1.763 -0.666
N 2.217 -1.653 1.167
H -2.467 0.134 1.054
H -2.190 0.474 -0.685
H -1.828 -1.156 -0.033
```

Values from the calculation:
Molar mass in g/mol: 113.1
Gap between HOMO and LUMO in Eh: 0.3851
Relative energy (zero: lowest compared OMol25 entry of this formula, charge and spin) in kcal/mol: 83.19
F_max in eV/Å: 4.04
DFT total energy in eV: -11825.926
Lowest unoccupied orbital energy in Eh: -0.0334

***

2.
Below is a structure of composition C5H6O3, with properties calculated with the ωB97M-V functional and the def2-TZVPD basis.

```
14
C5H6O3 the ωB97M-V functional and the def2-TZVPD basis
C 0.110 -1.616 0.387
C 0.750 -0.262 0.450
C 0.843 0.814 -0.578
C -1.339 0.899 -1.179
C -0.029 1.029 0.685
H 0.396 -2.019 1.649
H 0.646 -2.305 -0.290
H -1.292 -1.620 0.322
H 1.660 -0.286 1.098
H 1.942 1.129 -0.740
H -0.021 1.618 1.667
O -0.049 0.762 -1.647
O -2.245 0.889 -1.988
O -1.372 0.968 0.164
```

Values from the calculation:
Molar mass in g/mol: 114.1
Gap between HOMO and LUMO in Eh: 0.4034
Relative energy (zero: lowest compared OMol25 entry of this formula, charge and spin) in kcal/mol: 69.40
F_max in eV/Å: 4.98
DFT total energy in eV: -11421.402
Lowest unoccupied orbital energy in Eh: 0.0212

***

3.
Below is a structure of composition C2H4N3P3, with properties calculated with the ωB97M-V functional and the def2-TZVPD basis.

```
12
C2H4N3P3 the ωB97M-V functional and the def2-TZVPD basis
C -2.571 -0.987 0.236
C -1.809 0.078 0.096
N 0.666 1.341 -0.016
N 3.036 0.012 -0.393
N 0.854 -1.389 0.323
P 0.030 -0.038 0.451
P 2.391 -1.429 -0.361
P 2.339 1.479 0.090
H -3.571 -0.941 0.129
H -1.948 -1.768 0.385
H -2.076 1.189 -0.011
H 2.658 2.451 -0.930
```

Values from the calculation:
Molar mass in g/mol: 163.0
Gap between HOMO and LUMO (spin up / spin down) in Eh: 0.2216 / 0.2214
Relative energy (zero: lowest compared OMol25 entry of this formula, charge and spin) in kcal/mol: 26.69
F_max in eV/Å: 3.62
DFT total energy in eV: -34473.290
Lowest unoccupied orbital energy (spin up / spin down) in Eh: -0.0593 / -0.0594

***

4.
Below is a cluster of 3 separate species, C14H36N2O6 in total, with properties calculated with the ωB97M-V functional and the def2-TZVPD basis.

```
58
C14H36N2O6 the ωB97M-V functional and the def2-TZVPD basis
C -1.381 -4.220 -0.182
O -2.040 -3.924 1.009
C -1.171 -3.307 1.959
C -1.996 -2.991 3.195
N -2.575 -1.655 3.103
C -3.443 -1.295 4.225
C -2.747 -0.522 5.319
O -2.460 0.810 4.909
C -2.428 1.720 5.973
H -2.108 -4.636 -0.881
H -0.613 -4.997 -0.031
H -0.906 -3.354 -0.657
H -0.752 -2.393 1.530
H -0.421 -4.068 2.205
H -1.330 -3.112 4.070
H -2.792 -3.729 3.288
H -1.833 -0.965 3.091
H -3.945 -2.171 4.647
H -4.301 -0.726 3.842
H -1.820 -1.028 5.632
H -3.349 -0.510 6.239
H -3.415 2.003 6.354
H -1.955 2.642 5.620
H -1.799 1.380 6.805
C 2.323 2.169 -6.639
O 1.994 1.078 -5.785
C 3.000 0.070 -5.746
C 3.898 0.238 -4.547
N 3.091 0.459 -3.356
C 3.773 1.158 -2.272
C 2.828 1.517 -1.142
O 1.953 2.618 -1.339
C 1.018 2.600 -2.383
H 2.103 1.923 -7.675
H 3.358 2.484 -6.475
H 1.723 3.007 -6.281
H 3.616 0.105 -6.655
H 2.494 -0.894 -5.812
H 4.643 1.028 -4.736
H 4.462 -0.695 -4.420
H 2.229 0.876 -3.661
H 4.200 2.089 -2.677
H 4.534 0.470 -1.903
H 3.428 1.898 -0.311
H 2.288 0.628 -0.790
H 0.353 3.455 -2.313
H 0.432 1.666 -2.298
H 1.430 2.573 -3.397
O -2.149 -0.313 0.028
C -1.273 0.815 0.197
C -1.357 1.399 1.557
O -0.679 0.555 2.496
H -2.108 -0.808 0.856
H -0.259 0.443 0.011
H -1.558 1.587 -0.513
H -2.422 1.458 1.821
H -0.955 2.417 1.547
H -0.829 0.975 3.353
```

Values from the calculation:
Molar mass in g/mol: 328.4
Gap between HOMO and LUMO in Eh: 0.3453
Relative energy (zero: lowest compared OMol25 entry of this formula, charge and spin) in kcal/mol: 0.00
F_max in eV/Å: 1.56
DFT total energy in eV: -30363.394
Structure (SMILES): COCCNCCOC.COCCNCCOC.OCCO
Lowest unoccupied orbital energy in Eh: 0.0294

***

5.
Below is a cluster of 2 separate species, C3H11NOS2 in total, with properties calculated with the ωB97M-V functional and the def2-TZVPD basis.

```
18
C3H11NOS2 the ωB97M-V functional and the def2-TZVPD basis
C 3.359 -1.893 -0.496
S 1.651 -1.838 -1.067
S 1.195 0.104 -0.521
C -0.628 -0.062 -0.518
C -1.182 0.919 0.511
N -1.077 0.279 1.819
H 3.945 -1.127 -1.013
H 3.388 -1.814 0.584
H 3.773 -2.835 -0.827
H -0.932 -1.049 -0.197
H -0.935 0.115 -1.557
H -2.254 1.061 0.336
H -0.686 1.880 0.528
H -1.295 0.925 2.562
H -0.155 -0.112 1.995
O -4.931 3.170 1.136
H -5.807 3.164 1.541
H -4.720 4.114 1.038
```

Values from the calculation:
Molar mass in g/mol: 141.3
Gap between HOMO and LUMO in Eh: 0.3119
Relative energy (zero: lowest compared OMol25 entry of this formula, charge and spin) in kcal/mol: 9.76
F_max in eV/Å: 1.00
DFT total energy in eV: -28497.173
Structure (SMILES): CSSCCN.O
Lowest unoccupied orbital energy in Eh: 0.0263